No. 1
# C23H46BeBr2ClFN5O9P

A molecular structure, C23H46BeBr2ClFN5O9P in a non-equilibrium geometry (the ωB97M-V functional and the def2-TZVPD basis, OMol25).

The strongest force on any atom comes out at 4.3 eV/A. As for the LUMO energy: -3.820 eV. The molar mass is 790.89 g mol⁻¹. As for the relative energy (zero: lowest compared OMol25 entry of this formula, charge and spin): 0.0 kcal/mol. Its total energy is -215477.5114 eV.

Geometry as XYZ:
```
89
Properties=species:S:1:pos:R:3:lowdin_charge:R:1
N 1.7598 -2.9172 -1.2321 0.192
C 1.4517 -1.9578 -2.1800 -0.417
N 2.2130 -0.9145 -2.2820 0.187
N 0.3429 -2.0318 -3.0117 0.072
C -0.8881 -1.7318 -2.1979 -0.128
C -0.8775 -0.3479 -1.6124 -0.229
F -2.1364 -0.0812 -1.1412 -0.015
H 1.3277 -2.6606 -0.3453 0.107
H 1.3223 -3.7996 -1.4985 0.087
H 2.7118 -0.6281 -1.4274 -0.019
H 2.2699 -0.3801 -3.1310 0.116
H 0.2178 -3.0033 -3.2688 0.105
H -0.9762 -2.4576 -1.3964 0.117
H -1.7161 -1.7997 -2.8842 0.134
H -0.1569 -0.2016 -0.8109 0.076
H -0.6516 0.3819 -2.3813 0.098
C 2.2141 -1.7797 2.7398 0.060
N 2.9325 -1.1515 1.6011 -0.422
O 2.2778 -0.3618 0.9084 -0.144
O 4.0830 -1.4244 1.4117 0.111
H 1.1989 -1.4059 2.7413 0.068
H 2.2394 -2.8566 2.6009 0.107
H 2.7311 -1.4972 3.6515 0.118
C -2.1921 -1.6984 2.5379 -0.058
C -1.3901 -2.2974 3.5880 -0.294
N -0.7658 -2.7831 4.4147 0.141
H -2.7416 -0.8452 2.9303 0.089
H -1.5509 -1.3565 1.7269 0.063
H -2.8977 -2.4315 2.1529 0.086
O 1.5268 -4.9803 -4.0240 0.095
C 1.1242 -6.0189 -3.5687 -0.516
O 0.8516 -6.0542 -2.2465 -0.031
C 0.1800 -7.1620 -1.6124 -0.221
C 1.1489 -8.2441 -1.1930 -0.056
C 1.0070 -7.2709 -4.3954 0.027
H -0.6166 -7.5431 -2.2497 0.116
H -0.3011 -6.7354 -0.7351 0.123
H 1.6513 -8.6876 -2.0518 0.072
H 0.6238 -9.0339 -0.6584 0.089
H 1.9192 -7.8317 -0.5427 0.086
H 1.9601 -7.7973 -4.3733 0.104
H 0.7900 -6.9791 -5.4182 0.097
H 0.2144 -7.9397 -4.0719 0.078
C -4.5282 2.7173 6.1123 -0.065
O -4.6098 2.8868 4.6801 -0.240
P -3.3340 3.4939 3.9602 0.400
O -2.1690 2.7783 4.6148 -0.477
O -3.4504 4.9556 4.5212 -0.221
C -4.7117 5.6683 4.5355 -0.181
O -2.7416 3.9599 2.5498 -0.391
C -2.3521 2.9782 1.5825 -0.197
H -5.5564 2.6919 6.4608 0.100
H -4.0312 1.7811 6.3544 0.086
H -4.0102 3.5523 6.5766 0.095
H -5.0812 5.7284 5.6026 -0.105
H -5.4666 5.1748 3.9323 -0.002
H -4.5431 6.6711 4.1563 0.095
H -3.1064 2.2005 1.4768 0.065
H -1.3952 2.5424 1.8820 0.000
H -2.2392 3.4897 0.6315 0.075
Br -5.0751 4.5059 1.4657 0.070
Be 2.2931 1.2697 -0.9887 0.512
C -1.3448 2.7889 -6.0289 -0.167
C -1.3096 2.0951 -4.6673 -0.189
C -2.6095 2.5890 -4.0340 -0.200
O -3.5227 2.7906 -5.1095 -0.130
C -2.8333 2.7378 -6.3564 -0.204
H -0.7284 2.3086 -6.7869 0.109
H -1.0141 3.8235 -5.9275 0.115
H -1.3445 1.0086 -4.7980 0.103
H -0.4284 2.3401 -4.0725 0.101
H -2.4632 3.5442 -3.5202 0.124
H -3.0367 1.8798 -3.3234 0.112
H -3.0954 1.7990 -6.8579 0.116
H -3.1596 3.5665 -6.9838 0.119
Cl -6.4354 6.4395 6.9091 -0.304
C 5.9692 4.3444 1.1880 -0.091
C 5.0706 3.2894 1.1404 -0.103
C 5.3533 2.1058 1.8046 -0.099
C 6.5315 1.9770 2.5245 -0.093
C 7.4290 3.0330 2.5753 -0.093
C 7.1495 4.2149 1.9045 -0.092
H 5.7494 5.2670 0.6681 0.103
H 4.1469 3.3915 0.5846 0.070
H 4.6530 1.2814 1.7617 0.072
H 6.7499 1.0547 3.0465 0.100
H 8.3473 2.9351 3.1384 0.101
H 7.8521 5.0366 1.9413 0.102
Br 0.0001 2.0100 4.1095 0.225
```

***

No. 2
# C3H4O2Tl

A molecular structure, C3H4O2Tl in a non-equilibrium geometry (the ωB97M-V functional and the def2-TZVPD basis, OMol25).

The strongest force on any atom comes out at 8.0 eV/A. As for the LUMO energy (spin up / spin down): -16.465 / -18.555 eV. The molar mass is 276.45 g mol⁻¹. As for the relative energy (zero: lowest compared OMol25 entry of this formula, charge and spin): 0.0 kcal/mol. Its charge is +3. Its total energy is -11921.5742 eV.

Geometry as XYZ:
```
10
Properties=species:S:1:pos:R:3:lowdin_charge:R:1
C 1.4781 0.7187 -0.0339 0.337
C 0.1288 0.7082 0.6073 0.021
H -0.5552 1.5490 0.4241 0.199
H 0.3567 0.6100 1.6928 0.202
C -0.4601 -0.6355 0.2664 -0.041
O -1.6529 -0.7632 -0.0024 -0.145
Tl -2.9658 -2.0544 -0.2659 1.722
H 0.1716 -1.5309 0.3983 0.199
O 1.3306 0.6152 -1.3157 0.294
H 2.1681 0.7829 -1.7709 0.213
```

***

No. 3
# C6H24O6

6 unconnected molecules or ions with the total composition C6H24O6 in a non-equilibrium geometry (the ωB97M-V functional and the def2-TZVPD basis, OMol25).

The strongest force on any atom comes out at 2.0 eV/A. As for the LUMO energy: 0.483 eV. The molar mass is 192.25 g mol⁻¹. As for the relative energy (zero: lowest compared OMol25 entry of this formula, charge and spin): 109.2 kcal/mol. The structure (SMILES) is CO.CO.CO.CO.CO.CO. Its total energy is -18892.2755 eV.

Geometry as XYZ:
```
36
Properties=species:S:1:pos:R:3:lowdin_charge:R:1
C 1.1424 7.1618 1.4971 -0.131
O 1.8956 6.0921 0.8356 -0.143
H 0.1885 6.8296 1.9068 0.072
H 1.8181 7.4772 2.2921 0.074
H 0.8463 7.9834 0.8449 0.068
H 2.8284 6.3192 0.8339 0.061
C 0.4618 0.5017 -1.6638 -0.172
O -0.0945 1.0630 -0.5125 -0.133
H 0.4499 -0.5727 -1.4800 0.078
H -0.1867 0.6943 -2.5184 0.073
H 1.4479 0.9579 -1.7508 0.082
H 0.3363 1.8863 -0.2712 0.073
C -1.7610 3.3704 6.5168 -0.199
O -1.6572 4.3270 7.5026 -0.111
H -2.5682 2.6616 6.7017 0.082
H -2.0394 3.8625 5.5849 0.074
H -0.8143 2.8710 6.3105 0.074
H -1.3523 5.1806 7.1865 0.080
C -3.8966 -2.6817 3.2161 -0.148
O -4.1048 -1.3688 2.6649 -0.140
H -3.9409 -3.3876 2.3868 0.070
H -2.9330 -2.7888 3.7143 0.072
H -4.7490 -2.7921 3.8864 0.079
H -3.3572 -1.0845 2.1340 0.066
C 6.8983 -4.0007 -2.2404 -0.161
O 7.3531 -4.8077 -3.3239 -0.132
H 7.5369 -4.2166 -1.3839 0.074
H 6.8805 -2.9425 -2.5013 0.079
H 5.8790 -4.3152 -2.0166 0.072
H 7.3615 -5.7040 -2.9800 0.068
C -3.4741 -4.4856 -7.0395 -0.178
O -2.4014 -5.0553 -7.7454 -0.122
H -3.8358 -5.2852 -6.3930 0.073
H -3.1893 -3.6390 -6.4149 0.080
H -4.3125 -4.2031 -7.6762 0.072
H -2.6565 -5.9085 -8.1041 0.075
```

***

No. 4
# C6H12O

A molecular structure, C6H12O in a non-equilibrium geometry (the ωB97M-V functional and the def2-TZVPD basis, OMol25).

The strongest force on any atom comes out at 1.2 eV/A. As for the LUMO energy (spin up / spin down): 0.816 / 0.829 eV. The molar mass is 100.16 g mol⁻¹. As for the relative energy (zero: lowest compared OMol25 entry of this formula, charge and spin): 135.9 kcal/mol. Its total energy is -8458.4601 eV.

Geometry as XYZ:
```
19
Properties=species:S:1:pos:R:3:lowdin_charge:R:1
C -1.9182 0.3030 0.9850 -0.092
C -0.4331 0.1295 1.2925 -0.211
C 0.6926 0.4625 0.4704 -0.294
C 0.4762 1.6328 -0.4922 -0.109
C 1.6478 -0.9751 -0.2139 -0.113
C 0.8222 -1.3417 -1.2580 -0.259
O -0.3539 -1.9915 -0.9859 -0.007
H -2.2484 -0.5910 0.4453 0.063
H -2.1768 1.1562 0.3451 0.065
H -2.5716 0.3658 1.8653 0.068
H -0.2222 -0.5551 2.1248 0.109
H 0.6379 0.9152 1.5963 0.154
H -0.4143 1.5016 -1.1171 0.062
H 0.3198 2.6124 0.0032 0.086
H 1.3626 1.7521 -1.1189 0.069
H 1.7093 -1.6559 0.6374 0.100
H 2.6427 -0.6755 -0.5439 0.097
H 0.9992 -1.0694 -2.2967 0.113
H -0.9311 -1.8976 -1.7529 0.101
```